(one)
One molecule with the formula C4H3FN2S. Source: the Open Molecules 2025 dataset; level of theory: the ωB97M-V functional and the def2-TZVPD basis.

Calculated values
- Kohn-Sham gap: 8.80 eV
- HOMO level: -9.9 eV
- Multiplicity: 1
- LUMO level: -0.03921 Ha
- SMILES string: FC1=NN=C/C1=C\S

XYZ file:
```
11
C4H3FN2S, DFT the ωB97M-V functional and the def2-TZVPD basis
C 0.024 0.146 -0.023
H -2.352 -1.036 -0.002
H -1.052 1.894 0.154
N 1.710 -1.381 -0.012
N 2.329 -0.099 -0.045
H -0.222 -2.138 0.012
C 1.363 0.749 0.014
S -2.735 0.243 -0.043
C 0.405 -1.248 -0.029
C -1.118 0.830 0.024
F 1.648 2.039 -0.050
```

(two)
One molecule with the formula C4H3FN2S. Source: the Open Molecules 2025 dataset; level of theory: the ωB97M-V functional and the def2-TZVPD basis.

Calculated values
- Kohn-Sham gap: 7.49 eV
- HOMO level: -9.4 eV
- Multiplicity: 1
- LUMO level: -0.06885 Ha
- SMILES string: FC1=NN=C/C1=C\S

XYZ file:
```
11
C4H3FN2S, DFT the ωB97M-V functional and the def2-TZVPD basis
S 2.699 -0.167 0.145
F -1.898 -1.888 0.093
C -0.022 -0.270 -0.181
C -0.239 1.157 -0.233
N -1.538 1.556 0.033
H 1.971 1.128 0.676
H 1.052 -2.239 -0.433
C -1.378 -0.643 -0.021
N -2.191 0.383 0.328
H 0.461 2.048 -0.326
C 1.084 -1.065 -0.082
```

Tell me which of them is the most stable. Sure, it is (one).

(one)
A 2-piece molecular cluster, C4H9ClO2 overall. Source: the Open Molecules 2025 dataset; level of theory: the ωB97M-V functional and the def2-TZVPD basis.

Calculated values
- Kohn-Sham gap: 11.23 eV
- HOMO level: -10.5 eV
- Multiplicity: 1
- LUMO level: 0.02671 Ha
- SMILES string: CCC(=O)Cl.CO

XYZ file:
```
16
C4H9ClO2, DFT the ωB97M-V functional and the def2-TZVPD basis
H -1.025 1.482 0.891
H 0.831 -1.299 1.956
C -0.170 -1.471 -0.540
Cl 0.105 -2.101 -2.282
H 0.734 0.362 -0.620
C -1.783 1.050 0.319
O -1.144 -1.864 0.030
H -1.728 0.138 -1.395
H 0.576 0.387 1.797
C 0.905 -0.540 -0.198
H -2.193 0.062 0.572
H 1.912 -0.888 -0.636
O -1.245 0.914 -1.029
H 2.177 -0.126 1.606
H -2.653 1.747 0.287
C 1.142 -0.397 1.354
```

(two)
C4H9ClO2 as an isolated structure. Source: the Open Molecules 2025 dataset; level of theory: the ωB97M-V functional and the def2-TZVPD basis.

Calculated values
- Kohn-Sham gap: 9.67 eV
- HOMO level: -9.1 eV
- Multiplicity: 1
- LUMO level: 0.02154 Ha

XYZ file:
```
16
C4H9ClO2, DFT the ωB97M-V functional and the def2-TZVPD basis
H 0.332 0.811 -1.552
H 1.983 -1.631 1.425
C -0.347 1.152 -0.676
H -1.096 1.890 -1.013
C 1.128 -1.667 0.571
H 1.707 -1.141 -0.247
H -1.912 -1.691 -1.227
H 1.017 2.566 0.102
H -0.521 2.124 1.142
O 0.018 -0.961 0.977
O -1.131 -1.105 -1.327
H 0.947 -2.773 0.208
C -1.046 -0.161 -0.382
H 0.953 0.978 0.898
Cl -2.388 -0.183 0.606
C 0.358 1.794 0.496
```

Tell me which of them is the most stable. Sure, it is (one).